The following is a quantum chemistry calculation of a cluster of 2 separate species, C22H22O5S2 in total in a non-equilibrium geometry, from the OMol25 dataset.

The geometry in ORCA input format:
```
! wB97M-V def2-TZVPD RIJCOSX def2/J DEFGRID3
* xyz 0 1
C -2.756 -0.367 2.065
C 3.156 -0.894 3.289
C 1.172 -1.384 -2.303
H 3.391 -1.059 0.260
H -1.302 -2.154 -2.279
C 1.119 0.325 2.809
H 5.094 -1.168 -1.641
H -3.606 -0.885 2.527
S -1.128 1.807 2.187
H 3.661 -1.824 3.493
C 3.233 1.492 2.987
O 0.718 2.168 -2.572
C -2.948 1.257 -1.690
H 4.773 -0.297 -3.142
C -3.115 -1.130 -1.972
H 1.237 -1.799 3.130
H 3.485 0.711 0.222
C -0.942 -0.047 -2.069
H -1.015 2.082 -1.822
C 1.800 -0.885 3.084
O -5.119 0.291 -1.621
S -1.240 -1.104 2.659
H -5.730 -1.306 -2.763
O 2.544 -1.403 -2.218
C -0.257 0.341 2.579
H -2.805 -0.548 0.985
H 3.797 2.411 2.964
C 0.473 -0.113 -2.219
H -5.689 -1.576 -0.986
H -3.452 1.671 1.697
C 1.879 1.517 2.773
H 1.925 -0.097 0.069
C 2.980 -0.159 -0.190
H -3.096 1.314 3.392
C -1.599 1.181 -1.848
H -3.425 2.208 -1.519
O 2.637 1.018 -2.272
O 0.542 -2.424 -2.445
C -5.906 -0.863 -1.782
H 5.169 0.604 -1.674
C -1.761 -1.197 -2.109
C 3.878 0.290 3.240
H -6.949 -0.553 -1.714
C 1.268 1.095 -2.363
C 3.161 -0.202 -1.708
C -3.758 0.107 -1.762
H 1.376 2.448 2.583
C 4.650 -0.269 -2.061
H 4.944 0.276 3.406
H -3.696 -2.035 -2.022
C -2.772 1.127 2.362
*
```

The gap between HOMO and LUMO is 2.90 eV. Its energy above the lowest of the compared OMol25 structures with the same formula, charge and spin is 0.0 kJ/mol. The value obtained for the HOMO energy is -0.2123 Eh. The maximum force is 0.0560 Eh/bohr.

So, what does the Mulliken scheme give us? The charges, in e, come out as: -0.027, -0.837, 0.100, 0.396, 0.680, 0.313, 0.381, 0.481, -0.055, 0.425, -0.918, -0.752, -0.662, 0.422, -0.334, 0.342, 0.365, 0.565, 0.646, -0.368, -0.470, -0.117, 0.349, -0.420, 0.885, -0.156, 0.418, -0.150, 0.306, 0.400, -0.278, 0.130, -1.247, 0.449, -0.620, 0.485, -0.408, -0.742, -0.860, 0.373, -1.169, -0.322, 0.251, 0.440, 1.788, 0.801, 0.376, -1.836, 0.416, 0.406, -0.641